# C30H28N5O3PS2ScSe4

C30H28N5O3PS2ScSe4 as an isolated structure (ωB97M-V with the def2-TZVPD basis set, the Open Molecules 2025 dataset).

Last column: Löwdin charge in e.
Atoms and positions in Å:
1 Sc 0.36144 1.39082 -0.57462  0.52
2 Se 1.30798 0.64765 -3.01412  0.03
3 Se 0.32026 2.10541 -4.58821  -0.10
4 Se -1.31686 3.15134 -3.31901  -0.10
5 Se 0.01263 4.12333 -1.65480  -0.02
6 S 4.52078 1.35446 1.72168  0.98
7 C 4.85985 2.11636 0.22567  -0.43
8 C 3.73875 2.25247 -0.53912  -0.23
9 C 2.53872 1.75570 0.07130  -0.31
10 C 2.83989 1.25128 1.30203  -0.56
11 C 1.86400 0.58856 2.16768  -0.31
12 C 2.12417 0.24985 3.49469  -0.04
13 C 1.15007 -0.39399 4.23321  -0.07
14 C -0.07206 -0.67624 3.64302  -0.06
15 C -0.26033 -0.29791 2.32557  -0.15
16 N 0.67914 0.29779 1.59197  0.05
17 H 5.87244 2.40077 -0.01900  0.05
18 H 3.75240 2.68233 -1.53331  0.09
19 H 3.08436 0.49477 3.92952  0.09
20 H 1.34113 -0.66561 5.26462  0.10
21 H -0.87260 -1.16207 4.18267  0.10
22 H -1.20079 -0.48019 1.82930  0.08
23 O -3.77577 1.53558 -0.72398  0.07
24 C -2.82599 0.79821 -0.61540  -0.69
25 O -1.57089 1.15759 -0.67661  -0.28
26 C -3.01496 -0.70035 -0.36677  -0.25
27 P -1.45980 -1.62729 -0.67556  1.07
28 C -1.91930 -3.37281 -0.26404  -0.36
29 C -3.01835 -4.02585 -0.82613  -0.09
30 C -3.30640 -5.34155 -0.50180  -0.09
31 C -2.49102 -6.03515 0.38968  -0.10
32 C -1.39365 -5.40323 0.95202  -0.10
33 C -1.11642 -4.07792 0.62637  -0.10
34 C -1.44085 -1.78559 -2.50071  -0.39
35 C -0.65339 -2.78744 -3.06978  -0.12
36 C -0.51470 -2.88162 -4.44302  -0.09
37 C -1.15240 -1.96390 -5.27352  -0.10
38 C -1.93122 -0.96435 -4.71695  -0.10
39 C -2.07828 -0.87798 -3.33693  -0.10
40 H -3.87275 -1.04520 -0.94541  0.09
41 H -3.25922 -0.80788 0.69489  0.09
42 H -3.64044 -3.49964 -1.54240  0.11
43 H -4.16193 -5.83241 -0.94949  0.10
44 H -2.71040 -7.06638 0.63727  0.09
45 H -0.74952 -5.93619 1.64020  0.10
46 H -0.25533 -3.58424 1.06438  0.08
47 H -0.12898 -3.48983 -2.42952  0.10
48 H 0.10988 -3.65852 -4.86729  0.10
49 H -1.02284 -2.01835 -6.34728  0.10
50 H -2.40385 -0.22380 -5.34896  0.10
51 H -2.66349 -0.06286 -2.92961  0.10
52 S 3.74432 -3.16303 0.50679  0.98
53 C 4.06332 -2.73869 -1.11774  -0.41
54 C 3.12316 -1.86408 -1.55283  -0.26
55 N 2.15977 -1.52025 -0.63000  0.00
56 C 2.37384 -2.13812 0.49069  -0.51
57 H 4.90571 -3.13671 -1.65772  0.06
58 H 3.07460 -1.42374 -2.53859  0.05
59 H 1.74883 -2.02926 1.36647  0.06
60 C -0.01142 6.32806 2.68291  -0.03
61 N -0.36175 4.99325 2.27820  -0.09
62 C -1.52509 4.25872 2.72035  -0.03
63 C -1.28393 2.89554 2.07648  -0.44
64 O -2.04039 1.96246 2.21282  0.07
65 N -0.10648 2.94326 1.34942  0.10
66 C 0.39555 4.15666 1.53886  -0.47
67 N 1.58881 4.53522 1.06507  0.20
68 H -0.92339 6.85771 2.95311  0.09
69 H 0.44305 6.88154 1.86037  0.08
70 H 0.67109 6.34484 3.53781  0.09
71 H -2.45703 4.68461 2.34376  0.14
72 H -1.57627 4.16633 3.80728  0.13
73 H 2.01339 3.88517 0.40781  0.04
74 H 1.75725 5.51257 0.90427  0.10

Atoms 1-2, force components in eV/Å:
Sc 0.4 1.1 -0.1
Se -0.2 0.1 0.0

Properties
* orbital gap: 5.70 eV
* energy relative to the best compared isomer or geometry (same formula, charge and spin): 0.4 kcal/mol
* charge: -1
* E: -358210.5500 eV